# 1
Here is C7H12N2 in the gas phase in a non-equilibrium geometry from the OMol25 dataset. Energies are from wB97M-V/def2-TZVPD.

Geometry as XYZ:
```
21
Properties=species:S:1:pos:R:3:mulliken_charge:R:1
H 3.74 -0.64 0.45 0.264
N 2.93 -0.49 1.05 -0.686
C 1.89 -0.06 0.53 0.555
C 1.72 0.41 -1.11 -1.308
C 0.62 0.28 1.21 -0.778
C -0.38 0.65 0.11 0.655
N -0.72 1.85 -0.19 -0.740
H -0.18 2.56 0.30 0.274
C -1.36 -0.45 -0.21 0.683
C -0.99 -1.63 -0.68 -1.122
C -2.77 -0.15 0.21 -1.318
H 0.91 0.21 -1.81 0.445
H 1.98 1.47 -1.13 0.337
H 2.54 -0.15 -1.57 0.425
H 0.81 1.15 1.84 0.425
H 0.28 -0.56 1.82 0.311
H 0.04 -1.87 -0.90 0.260
H -1.72 -2.40 -0.90 0.314
H -3.44 -0.96 -0.06 0.396
H -3.09 0.77 -0.27 0.331
H -2.82 0.02 1.29 0.276
```

The total charge is 0. Its molar mass is 124.187 g mol⁻¹. The SMILES is [H]/N=C(\C)C/C(=N\[H])C(=C)C. For the highest occupied orbital energy, the calculation gives -9.59 eV.

# 2
Here is C7H12N2 in the gas phase in a non-equilibrium geometry from the OMol25 dataset. Energies are from wB97M-V/def2-TZVPD.

Geometry as XYZ:
```
21
Properties=species:S:1:pos:R:3:mulliken_charge:R:1
C 0.38 0.21 -0.15 1.919
C -0.56 -0.63 0.67 0.238
C 0.65 0.48 -2.54 -0.877
C 0.54 1.57 0.67 -1.567
C -1.80 -1.05 0.02 -1.176
C -0.38 -0.79 2.13 -1.626
N -0.18 0.61 -1.38 -0.542
C 1.69 -0.47 -0.15 -0.066
N 2.70 -1.02 -0.18 -0.524
H 0.91 -0.57 -2.78 0.303
H 1.62 1.00 -2.43 0.345
H 0.13 0.90 -3.40 0.343
H 1.24 2.19 0.13 0.399
H -0.43 2.06 0.70 0.392
H 0.91 1.39 1.68 0.355
H -2.26 -1.91 0.51 0.417
H -2.54 -0.24 -0.03 0.276
H -1.57 -1.21 -1.05 0.283
H -0.85 -1.72 2.46 0.483
H -0.87 0.01 2.70 0.286
H 0.67 -0.81 2.43 0.339
```

The total charge is 0. Its molar mass is 124.187 g mol⁻¹. For the highest occupied orbital energy (alpha / beta), the calculation gives -9.48 / -7.53 eV.

# 3
Here is a molecular structure, C7H12N2 in a non-equilibrium geometry from the OMol25 dataset. Energies are from wB97M-V/def2-TZVPD.

Geometry as XYZ:
```
21
Properties=species:S:1:pos:R:3:mulliken_charge:R:1
C -2.28 -0.27 0.41 -0.900
C -1.40 0.66 -0.40 -0.506
C 0.65 -1.81 -0.81 -0.136
C 1.64 -1.03 0.18 -0.484
C 0.54 -0.21 1.11 -0.568
C 0.06 0.74 -0.12 0.962
C 1.11 1.87 -0.59 -1.073
H -2.85 0.45 1.17 0.301
H -3.00 -0.83 -0.24 0.337
H -1.43 -0.85 1.03 -0.064
H -2.01 1.47 -0.70 0.440
H 0.41 -2.81 -0.81 0.439
H 2.35 0.10 -0.01 0.023
H 2.14 -1.73 0.76 0.501
H -0.27 -0.90 1.69 0.276
H 1.04 0.26 2.02 0.319
H 0.84 2.29 -1.66 0.348
H 2.02 1.13 -0.76 0.242
H 1.32 2.74 0.15 0.249
N -0.42 0.08 -1.25 -0.136
N -0.46 -1.34 -1.18 -0.569
```

The total charge is 0. Its molar mass is 124.187 g mol⁻¹. For the highest occupied orbital energy, the calculation gives -9.03 eV.

# 4
Here is a gas-phase ion, C7H12N2 (charge +2) in a non-equilibrium geometry from the OMol25 dataset. Energies are from wB97M-V/def2-TZVPD.

Geometry as XYZ:
```
21
Properties=species:S:1:pos:R:3:mulliken_charge:R:1
C -1.49 1.64 0.05 -0.121
C -1.54 0.60 0.92 -0.260
C 0.27 0.19 -0.54 0.034
C 2.48 0.83 -1.46 -0.866
C 1.67 -0.04 -0.74 -0.007
C 0.31 -0.79 1.78 -0.927
C -1.06 -1.52 -0.30 -0.914
N -0.57 1.40 -0.95 -0.002
N -0.46 -0.36 0.54 0.282
H -2.10 2.63 -0.15 0.423
H -2.07 0.49 1.86 0.480
H 3.61 0.67 -1.63 0.315
H 1.95 1.48 -2.08 0.284
H 1.97 -0.98 -0.42 0.461
H 0.94 -0.02 2.09 0.410
H -0.46 -1.04 2.50 0.445
H 0.82 -1.75 1.70 0.388
H -0.38 -2.06 -0.83 0.405
H -1.69 -2.12 0.42 0.408
H -1.74 -1.15 -0.94 0.495
H -0.47 1.88 -1.82 0.268
```

The total charge is +2. The spin multiplicity is 3. Its molar mass is 124.187 g mol⁻¹. For the highest occupied orbital energy (alpha / beta), the calculation gives -16.70 / -19.22 eV.

# 5
Here is C7H12N2O in the gas phase in a non-equilibrium geometry from the OMol25 dataset. Energies are from wB97M-V/def2-TZVPD.

Geometry as XYZ:
```
22
Properties=species:S:1:pos:R:3:mulliken_charge:R:1
C 0.52 1.13 0.50 -0.280
C 0.09 0.22 -0.37 0.200
C -0.46 1.58 1.61 -0.824
C -1.26 -0.38 -0.44 -0.450
C -1.75 0.76 1.78 -0.987
C -2.27 0.39 0.38 -0.567
C 2.74 -1.55 -2.06 -0.802
N 2.50 -1.40 0.23 -0.695
N 2.16 -1.19 -0.80 0.823
O 0.88 -0.35 -1.33 -0.491
H 1.55 1.50 0.27 0.301
H -0.03 1.75 2.51 0.520
H -0.79 2.53 1.22 0.339
H -1.62 -0.50 -1.40 0.371
H -1.22 -1.49 -0.07 0.221
H -1.50 -0.11 2.26 0.422
H -2.40 1.26 2.37 0.415
H -2.34 1.38 -0.15 0.276
H -3.25 -0.26 0.51 0.250
H 2.29 -1.15 -2.88 0.347
H 3.82 -1.55 -1.92 0.285
H 2.33 -2.58 -2.23 0.325
```

The total charge is 0. Its molar mass is 140.186 g mol⁻¹. For the highest occupied orbital energy, the calculation gives -8.25 eV.

# 6
Here is C7H12N2O in the gas phase in a non-equilibrium geometry from the OMol25 dataset. Energies are from wB97M-V/def2-TZVPD.

Geometry as XYZ:
```
22
Properties=species:S:1:pos:R:3:mulliken_charge:R:1
C -0.50 -1.88 -0.12 -0.184
C 0.77 -1.16 0.53 -0.806
C -2.11 0.95 -0.21 0.424
C 1.09 0.10 -0.22 1.802
C -3.48 0.58 0.07 -0.895
C 2.53 -0.13 -0.91 -1.815
C 1.19 1.38 0.77 -1.588
N -1.00 0.65 -0.58 0.517
N 0.07 0.44 -1.13 -1.345
O -1.28 -2.46 0.57 -0.490
H -0.67 -1.96 -1.20 0.513
H 0.56 -1.02 1.61 0.281
H 1.63 -1.92 0.57 0.356
H -4.07 0.56 -0.82 0.287
H -4.00 1.28 0.68 0.314
H -3.41 -0.45 0.53 0.220
H 2.66 -0.75 -1.81 0.361
H 3.25 -0.35 -0.17 0.437
H 2.97 0.77 -1.27 0.455
H 0.36 1.60 1.42 0.412
H 1.39 2.35 0.19 0.368
H 2.03 1.42 1.48 0.375
```

The total charge is 0. Its molar mass is 140.186 g mol⁻¹. For the highest occupied orbital energy, the calculation gives -8.05 eV.

# 7
Here is 2 unconnected molecules or ions with the total composition C7H12N2O2 in a non-equilibrium geometry from the OMol25 dataset. Energies are from wB97M-V/def2-TZVPD.

Geometry as XYZ:
```
23
Properties=species:S:1:pos:R:3:mulliken_charge:R:1
C 3.53 0.51 0.48 0.647
C 0.50 -0.33 0.33 0.919
C 0.50 -0.85 1.73 -1.774
C -1.21 1.52 0.40 -1.654
C -1.82 -0.90 -0.33 -1.390
C -0.60 0.49 -1.80 -1.704
C -0.78 0.24 -0.31 1.601
N 2.09 -1.24 -1.20 -1.172
N 1.30 -0.85 -0.51 0.818
O 4.50 -0.05 0.35 -0.337
O 2.53 0.99 0.75 -0.362
H 1.25 -1.58 1.92 0.447
H -0.47 -1.23 1.82 0.463
H 0.56 -0.06 2.47 0.313
H -1.77 1.14 1.29 0.378
H -2.03 1.98 -0.21 0.371
H -0.50 2.27 0.74 0.320
H -2.73 -0.69 -1.00 0.373
H -1.18 -1.77 -0.85 0.301
H -2.16 -1.24 0.65 0.341
H -1.57 0.51 -2.28 0.432
H 0.13 -0.28 -2.38 0.275
H -0.07 1.40 -2.05 0.395
```

The total charge is 0. Its molar mass is 156.185 g mol⁻¹. For the highest occupied orbital energy, the calculation gives -7.68 eV.

# 8
Here is C7H12N2O2S in the gas phase in a non-equilibrium geometry from the OMol25 dataset. Energies are from wB97M-V/def2-TZVPD.

Geometry as XYZ:
```
24
Properties=species:S:1:pos:R:3:mulliken_charge:R:1
C 0.96 -0.59 -0.93 -1.566
C 1.05 0.40 0.28 1.748
C 2.28 1.22 0.17 -1.873
C 0.71 -0.27 1.57 -1.617
S -0.34 1.53 -0.05 1.015
O -0.35 2.03 -1.36 -0.607
O -0.43 2.33 1.10 -0.652
N -1.86 0.47 0.05 0.457
C -3.12 0.93 0.24 -0.262
C -4.00 -0.07 0.06 -0.726
C -3.17 -1.13 -0.29 -0.389
N -1.89 -0.80 -0.46 -0.606
H 0.61 -1.55 -0.69 0.379
H 0.30 -0.15 -1.66 0.413
H 1.94 -0.66 -1.56 0.319
H 2.42 1.65 1.13 0.450
H 2.16 1.93 -0.59 0.497
H 3.13 0.63 0.04 0.513
H -0.28 -0.03 1.88 0.432
H 0.67 -1.37 1.59 0.320
H 1.34 0.07 2.35 0.389
H -3.40 1.92 0.53 0.407
H -5.01 -0.02 0.05 0.465
H -3.39 -2.06 -0.65 0.494
```

The total charge is 0. Its molar mass is 188.252 g mol⁻¹. The SMILES is CC(C)(C)S(=O)(=O)n1cccn1. For the highest occupied orbital energy, the calculation gives -9.65 eV.

# 9
Here is a molecular structure, C7H12N2O2S in a non-equilibrium geometry from the OMol25 dataset. Energies are from wB97M-V/def2-TZVPD.

Geometry as XYZ:
```
24
Properties=species:S:1:pos:R:3:mulliken_charge:R:1
C -0.78 -1.17 -2.01 0.328
C -0.46 1.11 -2.29 0.315
C -1.37 -0.36 -0.83 0.172
C 0.60 1.25 1.42 -1.424
C 1.93 -0.72 1.81 -1.713
C -0.38 -0.95 0.80 -1.109
C 0.85 -0.17 0.93 1.168
N -0.32 -0.25 -2.84 -0.031
N -1.05 0.94 -1.10 0.070
O -0.75 -2.37 -2.13 -0.622
O 0.05 2.11 -2.76 -0.597
S -3.03 -0.60 -0.29 -0.208
H -0.37 1.50 1.91 0.326
H 0.54 2.05 0.60 0.377
H 1.52 1.62 2.01 0.331
H 1.59 -0.61 2.85 0.365
H 2.84 -0.15 1.63 0.448
H 2.34 -1.78 1.53 0.310
H -1.11 -0.76 1.57 0.535
H -0.30 -2.00 0.45 0.319
H 1.29 -0.08 0.01 0.130
H 0.16 -0.40 -3.68 0.176
H -0.83 1.51 -0.32 0.212
H -2.94 0.28 0.74 0.120
```

The total charge is 0. Its molar mass is 188.252 g mol⁻¹. For the highest occupied orbital energy, the calculation gives -9.00 eV.

# 10
Here is 3 unconnected molecules or ions with the total composition C7H12N2O3Si in a non-equilibrium geometry from the OMol25 dataset. Energies are from wB97M-V/def2-TZVPD.

Geometry as XYZ:
```
25
Properties=species:S:1:pos:R:3:mulliken_charge:R:1
C 2.29 -1.72 -0.42 -0.078
C 1.51 -0.83 -0.63 -0.286
C 2.69 1.32 0.26 -0.352
C 0.87 3.70 -0.99 0.730
C -0.79 1.10 1.40 -1.214
C -1.49 -2.02 0.10 -1.172
C -2.14 0.86 -1.42 -1.026
N 4.35 1.15 -1.60 -0.601
N 3.57 1.25 -0.51 0.446
O 1.98 3.91 -0.82 -0.369
O -0.21 3.46 -1.31 -0.400
O 0.36 -0.18 -0.85 -0.281
Si -1.06 -0.14 -0.03 0.475
H 3.04 -2.47 -0.41 0.474
H 4.74 0.27 -1.60 0.232
H -1.18 0.65 2.25 0.441
H 0.19 1.34 1.53 0.414
H -1.29 2.03 1.22 0.320
H -2.52 -2.03 0.43 0.368
H -1.41 -2.30 -0.87 0.353
H -0.96 -2.63 0.83 0.328
H -2.44 0.18 -2.22 0.311
H -3.03 1.20 -1.08 0.424
H -1.45 1.60 -1.65 0.218
H 4.96 1.93 -1.72 0.245
```

The total charge is 0. Its molar mass is 200.270 g mol⁻¹. For the highest occupied orbital energy, the calculation gives -9.08 eV.

Please write out number 7 again, unchanged.
Here is 2 unconnected molecules or ions with the total composition C7H12N2O2 in a non-equilibrium geometry from the OMol25 dataset. Energies are from wB97M-V/def2-TZVPD.

Geometry as XYZ:
```
23
Properties=species:S:1:pos:R:3:mulliken_charge:R:1
C 3.53 0.51 0.48 0.647
C 0.50 -0.33 0.33 0.919
C 0.50 -0.85 1.73 -1.774
C -1.21 1.52 0.40 -1.654
C -1.82 -0.90 -0.33 -1.390
C -0.60 0.49 -1.80 -1.704
C -0.78 0.24 -0.31 1.601
N 2.09 -1.24 -1.20 -1.172
N 1.30 -0.85 -0.51 0.818
O 4.50 -0.05 0.35 -0.337
O 2.53 0.99 0.75 -0.362
H 1.25 -1.58 1.92 0.447
H -0.47 -1.23 1.82 0.463
H 0.56 -0.06 2.47 0.313
H -1.77 1.14 1.29 0.378
H -2.03 1.98 -0.21 0.371
H -0.50 2.27 0.74 0.320
H -2.73 -0.69 -1.00 0.373
H -1.18 -1.77 -0.85 0.301
H -2.16 -1.24 0.65 0.341
H -1.57 0.51 -2.28 0.432
H 0.13 -0.28 -2.38 0.275
H -0.07 1.40 -2.05 0.395
```

The total charge is 0. Its molar mass is 156.185 g mol⁻¹. For the highest occupied orbital energy, the calculation gives -7.68 eV.

total charge of number 2 (C7H12N2)? 0